Here is one molecule with the formula C17H22O5 from the OMol25 dataset. Energies are from wB97M-V/def2-TZVPD.

Properties
HOMO = -8.825 eV
energy relative to the best compared isomer or geometry (same formula, charge and spin) = 5.8 kcal per mole
SMILES = C=CCC(=O)OCCCCCCOc1ccc(C(=O)O)cc1
lowest unoccupied orbital energy = 0.7 eV
net charge = 0

```
44
C17H22O5 wB97M-V/def2-TZVPD
C -1.86 -1.20 -2.90
C -1.59 -1.87 -1.80
C -2.63 -2.53 -0.95
C -2.72 -1.85 0.40
O -3.72 -1.38 0.86
O -1.53 -1.84 1.00
C -1.40 -1.20 2.27
C -0.34 -0.10 2.20
C -0.87 1.26 1.76
C -1.56 1.23 0.39
C -1.59 2.62 -0.27
C -0.37 2.91 -1.16
O 0.86 2.82 -0.46
C 1.58 1.68 -0.42
C 1.40 0.55 -1.23
C 2.22 -0.55 -1.08
C 3.25 -0.56 -0.14
C 4.08 -1.76 -0.02
O 3.94 -2.77 -0.67
O 5.05 -1.65 0.91
C 3.45 0.58 0.65
C 2.63 1.67 0.51
H -1.09 -0.74 -3.50
H -2.87 -1.08 -3.27
H -0.58 -1.98 -1.45
H -2.36 -3.57 -0.78
H -3.62 -2.48 -1.42
H -2.37 -0.80 2.57
H -1.10 -1.98 2.98
H 0.45 -0.44 1.52
H 0.11 0.00 3.19
H -1.57 1.63 2.51
H -0.02 1.95 1.73
H -2.58 0.89 0.52
H -1.05 0.52 -0.26
H -2.46 2.70 -0.91
H -1.66 3.38 0.50
H -0.42 3.94 -1.51
H -0.37 2.25 -2.03
H 0.62 0.52 -1.97
H 2.08 -1.42 -1.70
H 5.56 -2.47 0.93
H 4.25 0.58 1.38
H 2.78 2.55 1.11
```

Löwdin atomic charge list, values in e, 8 entries: C 0.016; C -0.179; C -0.085; C -0.511; O 0.105; O -0.002; C -0.148; C -0.155

Here is C17H23AgBrN4O5S3 as an isolated structure from the OMol25 dataset. Energies are from wB97M-V/def2-TZVPD.

Properties
HOMO = -4.005 eV
lowest unoccupied orbital energy = 1.6 eV
net charge = -1

```
54
C17H23AgBrN4O5S3 wB97M-V/def2-TZVPD
Ag 0.01 1.27 -1.76
O -5.15 0.54 -1.11
C -5.04 -0.49 -1.90
C -6.22 -1.09 -2.38
C -6.16 -2.26 -3.00
N -4.99 -2.89 -3.25
C -3.89 -2.25 -2.92
Br -2.20 -2.99 -3.56
C -3.85 -0.99 -2.29
H -4.30 0.86 -0.82
H -7.14 -0.65 -2.15
H -6.95 -2.86 -3.37
H -2.84 -0.64 -2.14
C -2.40 3.23 1.53
C -1.41 2.80 0.47
S -1.82 1.23 -0.14
C -0.33 3.56 0.16
C -0.12 4.74 1.01
S 1.04 3.23 -0.88
H -1.95 3.39 2.49
H -3.04 2.36 1.71
H -2.95 4.13 1.24
H 0.11 4.48 2.04
H -0.94 5.51 1.06
H 0.80 5.29 0.76
C -0.41 0.37 3.59
C 0.49 0.60 2.37
S 2.13 0.13 2.65
O 2.85 1.20 3.26
O 2.17 -1.10 3.34
C 2.78 -0.11 1.02
C 2.46 -1.58 0.44
N 3.44 -1.93 -0.55
C 3.22 -1.95 -1.87
N 4.28 -2.48 -2.54
C 5.16 -2.93 -1.59
C 4.73 -2.50 -0.37
N 5.39 -2.71 0.90
O 6.47 -3.28 0.88
O 4.86 -2.24 1.89
C 1.98 -1.40 -2.45
H -1.49 0.53 3.33
H -0.11 1.09 4.32
H -0.27 -0.66 3.94
H 0.50 1.66 2.15
H 0.10 0.11 1.49
H 3.85 0.04 1.03
H 2.22 0.60 0.44
H 1.45 -1.46 -0.03
H 2.37 -2.31 1.24
H 6.05 -3.54 -1.81
H 2.20 -1.15 -3.45
H 1.72 -0.46 -1.97
H 1.14 -2.05 -2.45
```

Löwdin atomic charge list, values in e, 8 entries: Ag 0.328; O 0.100; C -0.350; C -0.008; C -0.144; N 0.017; C -0.699; Br 0.634

Here is C17H23AlCl5F3N5O14S2 as an isolated structure from the OMol25 dataset. Energies are from wB97M-V/def2-TZVPD.

Properties
HOMO = -5.033 eV
lowest unoccupied orbital energy = -2.5 eV
net charge = -1

```
70
C17H23AlCl5F3N5O14S2 wB97M-V/def2-TZVPD
O -1.66 -1.88 1.79
C -0.68 -1.18 1.68
O -0.44 -0.21 2.59
C 0.32 -1.34 0.57
C 0.74 -2.83 0.47
C 1.54 -3.16 1.69
C 1.22 -4.11 2.57
F 0.20 -4.92 2.59
C 2.29 -4.05 3.63
O 2.16 -4.36 4.77
O 3.37 -3.47 3.03
C 2.78 -2.52 2.17
O 3.24 -1.45 1.98
H -1.28 0.21 2.79
H -0.04 -0.93 -0.38
H 1.18 -0.74 0.86
H -0.17 -3.42 0.52
H 1.28 -3.03 -0.45
N 4.15 0.32 5.92
C 3.83 -0.01 4.63
C 3.78 1.15 3.90
C 4.09 2.23 4.78
C 4.31 1.68 6.02
H 4.24 -0.33 6.67
H 3.66 -1.03 4.34
H 3.55 1.22 2.85
H 4.14 3.27 4.54
H 4.57 2.14 6.96
C -3.02 -1.59 -1.44
O -2.47 -2.85 -1.07
H -2.99 -1.48 -2.52
H -4.05 -1.54 -1.09
H -2.43 -0.79 -0.99
H -2.51 -2.90 -0.11
C -3.02 1.24 -4.20
C -1.75 1.12 -3.49
N -0.77 1.02 -2.91
H -3.86 1.28 -3.49
H -3.05 2.15 -4.80
H -3.20 0.41 -4.88
C -6.10 -3.84 -1.94
Cl -7.41 -4.94 -2.45
Cl -5.84 -2.58 -3.09
Cl -6.50 -3.18 -0.33
H -5.19 -4.42 -1.84
Al -8.56 -4.84 0.26
Cl -0.59 0.09 -5.72
C 3.41 -6.29 0.36
O 2.49 -5.93 1.15
O 4.67 -6.37 0.99
O 3.36 -6.57 -0.83
H 4.39 -6.10 1.87
C 3.86 6.44 5.02
O 3.25 5.41 4.84
N 5.21 6.47 5.26
N 3.25 7.67 5.00
H 5.73 7.31 5.40
H 5.69 5.59 5.28
H 2.27 7.69 4.83
H 3.75 8.53 5.15
N -3.25 5.03 -8.11
S -2.70 3.55 -8.06
O -2.35 2.96 -9.31
O -3.26 2.68 -7.06
F -1.26 3.86 -7.44
S -4.70 5.13 -8.74
O -5.04 6.47 -9.06
O -5.71 4.32 -8.14
F -4.51 4.47 -10.18
Cl -1.60 -1.93 -5.59
```

Löwdin atomic charge list, values in e, 8 entries: O 0.080; C -0.503; O 0.119; C -0.069; C -0.065; C -0.067; C -0.166; F 0.176

Here is one molecule with the formula C17H23BCl4O from the OMol25 dataset. Energies are from wB97M-V/def2-TZVPD.

Properties
HOMO = -8.947 eV
lowest unoccupied orbital energy = -2.9 eV
net charge = 0

```
46
C17H23BCl4O wB97M-V/def2-TZVPD
Cl 3.65 2.36 3.27
B 2.66 0.78 3.31
Cl 3.54 -0.44 2.03
Cl 2.73 -0.08 4.97
O 1.32 1.03 2.93
C 0.52 0.21 2.12
C -0.92 0.47 2.62
C -1.80 -0.58 2.86
C -3.01 -0.36 3.53
C -3.35 0.94 3.93
Cl -4.80 1.22 4.80
C -2.50 2.02 3.62
C -1.29 1.78 2.95
H 0.77 -0.86 2.30
H -1.51 -1.59 2.53
H -3.68 -1.19 3.77
H -2.77 3.03 3.93
H -0.61 2.60 2.75
C 0.35 -0.18 -4.39
C 0.96 -1.44 -3.74
C 1.97 -1.20 -2.60
C 1.65 -1.90 -1.28
C 0.26 -1.56 -0.68
C 0.04 -0.12 -0.38
C 0.85 0.51 0.66
C -1.04 0.66 -1.01
C -1.32 0.40 -2.51
C -0.16 0.88 -3.41
H 1.11 0.30 -5.04
H -0.47 -0.49 -5.04
H 0.15 -2.10 -3.41
H 1.48 -1.99 -4.54
H 2.95 -1.56 -2.95
H 2.11 -0.13 -2.41
H 1.71 -2.99 -1.42
H 2.42 -1.63 -0.54
H -0.54 -1.94 -1.34
H 0.17 -2.11 0.27
H 0.88 1.60 0.52
H 1.88 0.13 0.53
H -1.97 0.50 -0.43
H -0.79 1.73 -0.89
H -1.54 -0.67 -2.66
H -2.23 0.96 -2.78
H 0.67 1.26 -2.80
H -0.52 1.75 -3.98
```

Löwdin atomic charge list, values in e, 8 entries: Cl 0.468; B -1.842; Cl 0.424; Cl 0.467; O -0.153; C -0.302; C -0.155; C -0.030

Here is C17H23CaCl5NO2P2 as an isolated structure from the OMol25 dataset. Energies are from wB97M-V/def2-TZVPD.

Properties
HOMO (spin up / spin down) = -11.933 / -11.921 eV
energy relative to the best compared isomer or geometry (same formula, charge and spin) = 0.0 kcal per mole
lowest unoccupied orbital energy (spin up / spin down) = -2.9 / -6.2 eV
net charge = +1

```
51
C17H23CaCl5NO2P2 wB97M-V/def2-TZVPD
Ca -1.27 0.71 0.20
P 1.26 2.02 0.93
C 2.67 1.27 0.03
C 2.33 0.05 -0.85
N 1.08 -0.47 -0.93
C 0.98 -1.70 -1.47
C 2.05 -2.44 -1.95
C 3.33 -1.90 -1.87
C 3.45 -0.59 -1.39
C -0.38 -2.38 -1.48
P -1.89 -1.33 -1.68
H 4.42 -0.12 -1.32
H 1.82 -3.44 -2.31
H 4.17 -2.45 -2.26
H -0.43 -3.15 -2.25
H -0.49 -2.87 -0.50
H 3.34 2.04 -0.39
H 3.34 0.83 0.79
H 0.29 3.33 -3.43
O 0.73 3.09 -4.27
H 1.50 2.58 -3.90
H -2.76 4.34 -2.84
O -2.45 2.00 -0.76
H -2.63 2.67 -1.44
C -1.67 -0.91 -3.45
H -1.26 -1.77 -4.00
H -2.63 -0.61 -3.89
H -0.96 -0.08 -3.53
C -3.18 -2.62 -1.81
H -4.16 -2.12 -1.84
H -3.06 -3.23 -2.72
H -3.16 -3.27 -0.93
C 2.04 1.71 2.55
H 3.02 2.22 2.53
H 1.45 2.11 3.37
H 2.19 0.63 2.64
C 1.56 3.83 0.78
H 0.73 4.36 1.27
H 2.49 4.12 1.28
H 1.58 4.14 -0.27
Cl -3.13 1.44 2.18
C -2.37 0.13 3.06
C -1.33 -0.51 2.45
C -0.62 -1.51 3.04
Cl 0.73 -2.17 2.19
C -1.01 -1.96 4.34
Cl -0.16 -3.24 5.09
C -2.10 -1.31 4.99
Cl -2.57 -1.79 6.55
C -2.79 -0.25 4.36
Cl -4.07 0.57 5.12
```

Löwdin atomic charge list, values in e, 8 entries: Ca 0.940; P 0.826; C -0.301; C -0.305; N 0.079; C -0.346; C -0.017; C -0.022

Here is a 12-piece molecular cluster, C17H23Cl33O5S overall from the OMol25 dataset. Energies are from wB97M-V/def2-TZVPD.

Properties
HOMO = -10.684 eV
SMILES = O=COCCCCCS(=O)(=O)O.ClC(Cl)Cl.ClC(Cl)Cl.ClC(Cl)Cl.ClC(Cl)Cl.ClC(Cl)Cl.ClC(Cl)Cl.ClC(Cl)Cl.ClC(Cl)Cl.ClC(Cl)Cl.ClC(Cl)Cl.ClC(Cl)Cl
lowest unoccupied orbital energy = 0.1 eV
net charge = 0

```
79
C17H23Cl33O5S wB97M-V/def2-TZVPD
O 1.55 5.63 3.39
C 2.00 4.91 2.52
O 1.36 3.86 1.98
C -0.04 4.06 1.71
C -0.95 3.20 2.57
C -1.21 3.72 3.98
C -0.14 3.45 5.07
C 1.05 2.57 4.72
S 1.36 1.24 5.88
O 0.17 0.84 6.57
O 2.04 0.20 5.16
O 2.41 1.84 6.92
H 3.00 5.07 2.12
H -0.19 3.77 0.67
H -0.33 5.10 1.81
H -0.60 2.17 2.54
H -1.91 3.19 2.05
H -1.34 4.79 3.91
H -2.16 3.33 4.31
H 0.24 4.41 5.42
H -0.64 3.02 5.93
H 1.96 3.16 4.76
H 1.05 2.08 3.75
H 2.05 2.69 7.22
Cl -3.15 -2.56 6.29
C -1.72 -1.83 5.55
Cl -0.29 -2.81 5.82
Cl -1.97 -1.60 3.81
H -1.56 -0.86 6.00
Cl 4.13 -3.60 5.66
C 3.42 -2.83 4.24
Cl 4.66 -2.51 3.01
Cl 2.13 -3.83 3.57
H 2.99 -1.88 4.54
Cl -3.86 -0.63 -0.34
C -3.08 0.57 0.68
Cl -1.70 1.29 -0.16
Cl -4.22 1.82 1.18
H -2.70 0.08 1.57
Cl -3.96 -2.82 -3.18
C -2.34 -2.38 -3.73
Cl -2.38 -1.87 -5.42
Cl -1.63 -1.13 -2.72
H -1.72 -3.26 -3.66
Cl 2.19 -1.53 -1.17
C 2.60 -2.48 -2.60
Cl 1.15 -3.13 -3.37
Cl 3.53 -1.53 -3.75
H 3.21 -3.31 -2.28
Cl -6.95 -2.66 -5.57
C -5.90 -1.87 -6.75
Cl -6.13 -2.57 -8.35
Cl -6.18 -0.13 -6.78
H -4.88 -2.04 -6.45
Cl 7.97 -0.02 -4.38
C 6.90 -0.15 -2.98
Cl 7.75 -0.88 -1.61
Cl 6.25 1.43 -2.55
H 6.07 -0.79 -3.25
Cl 2.09 3.29 -2.74
C 1.86 2.29 -4.17
Cl 3.40 1.93 -4.94
Cl 1.02 0.80 -3.75
H 1.25 2.84 -4.87
Cl -5.28 3.43 -1.58
C -5.85 5.04 -1.16
Cl -7.35 4.95 -0.23
Cl -4.62 5.94 -0.27
H -6.06 5.58 -2.07
Cl 3.87 -5.59 -3.38
C 5.49 -5.15 -3.94
Cl 5.45 -4.58 -5.60
Cl 6.20 -3.94 -2.87
H 6.11 -6.04 -3.90
Cl -1.94 -6.06 -3.77
C -3.37 -7.03 -4.17
Cl -3.80 -8.08 -2.82
Cl -4.73 -6.01 -4.63
H -3.11 -7.65 -5.01
```

Löwdin atomic charge list, values in e, 8 entries: O 0.073; C -0.324; O -0.030; C -0.162; C -0.210; C -0.161; C -0.190; C -0.219

Here is C17H23Cl3F5HgN4S as an isolated structure from the OMol25 dataset. Energies are from wB97M-V/def2-TZVPD.

Properties
multiplicity = 2
HOMO (spin up / spin down) = -6.758 / -7.787 eV
energy relative to the best compared isomer or geometry (same formula, charge and spin) = 10.8 kcal per mole
lowest unoccupied orbital energy (spin up / spin down) = 0.2 / -0.5 eV
net charge = 0

```
54
C17H23Cl3F5HgN4S wB97M-V/def2-TZVPD
Hg -0.88 0.38 -0.94
C -2.03 -2.37 2.18
C -0.65 -1.94 1.76
C 0.01 -2.55 0.69
C -0.58 -3.76 0.00
C 1.26 -2.08 0.27
C 1.91 -2.68 -0.95
C 1.89 -1.06 0.98
C 3.31 -0.66 0.64
C 1.23 -0.44 2.05
C 1.90 0.74 2.73
C -0.03 -0.89 2.45
C -0.72 -0.31 3.66
H -1.99 -3.08 3.01
H -2.57 -2.84 1.36
H -2.62 -1.52 2.50
H -1.05 -3.49 -0.96
H -1.33 -4.25 0.61
H 0.20 -4.49 -0.21
H 2.52 -3.55 -0.70
H 2.54 -1.95 -1.44
H 1.16 -2.99 -1.67
H 3.32 0.16 -0.08
H 3.85 -1.50 0.21
H 3.85 -0.34 1.53
H 2.60 0.40 3.50
H 1.17 1.39 3.21
H 2.45 1.34 2.01
H -1.53 0.37 3.37
H -0.04 0.24 4.30
H -1.16 -1.10 4.26
N -0.58 2.87 0.96
N -1.36 3.98 0.64
C -1.56 4.33 -0.65
N -2.30 5.45 -0.83
S -0.89 3.53 -1.95
H -0.90 2.44 1.82
H 0.40 3.09 1.02
H -1.63 4.62 1.36
H -2.82 5.86 -0.07
H -2.59 5.66 -1.77
Cl 3.04 3.55 -2.60
C 3.06 2.06 -3.57
Cl 4.74 1.51 -3.78
Cl 2.30 2.33 -5.15
C 2.30 1.04 -2.86
N 1.70 0.26 -2.27
F -4.08 0.11 -2.13
C -3.09 -0.79 -2.04
F -3.59 -1.85 -1.38
C -2.65 -1.20 -3.43
F -3.60 -1.86 -4.13
F -1.58 -2.02 -3.36
F -2.29 -0.13 -4.15
```

Löwdin atomic charge list, values in e, 8 entries: Hg 0.806; C -0.045; C -0.216; C -0.219; C -0.037; C -0.226; C -0.061; C -0.211

Here is C17H23Cl3O4PdS as an isolated structure from the OMol25 dataset. Energies are from wB97M-V/def2-TZVPD.

Properties
multiplicity = 5
HOMO (spin up / spin down) = -0.525 / -2.176 eV
energy relative to the best compared isomer or geometry (same formula, charge and spin) = 0.0 kcal per mole
lowest unoccupied orbital energy (spin up / spin down) = 4.5 / 3.0 eV
net charge = -2

```
49
C17H23Cl3O4PdS wB97M-V/def2-TZVPD
C -1.50 1.30 -2.20
C -1.46 2.76 -2.04
C -2.34 3.11 -0.95
C -0.76 3.71 -2.88
C -2.94 1.94 -0.44
C -2.56 0.80 -1.28
C -3.13 -0.44 -1.33
C -1.29 0.67 -3.53
C -2.44 4.46 -0.37
C -3.69 1.83 0.83
Pd 0.43 1.75 -1.04
Cl 1.13 4.60 -1.13
Cl 1.86 1.50 -2.90
Cl -0.31 2.13 1.14
H -0.19 3.22 -3.65
H 0.12 4.15 -2.12
H -1.34 4.56 -3.21
H -1.41 4.87 -0.32
H -2.91 4.44 0.63
H -3.02 5.11 -1.04
H -3.06 2.18 1.68
H -3.98 0.78 1.01
H -4.61 2.44 0.77
H -3.85 -0.78 -0.56
H -1.25 -1.94 -1.18
H -2.88 -1.10 -2.17
H -0.26 0.81 -3.86
H -1.98 1.05 -4.30
H -1.42 -0.41 -3.46
O -0.33 -2.10 -0.97
H -0.17 -1.45 -0.24
C 4.59 -5.46 2.77
C 3.68 -4.28 2.57
C 3.86 -3.10 3.30
C 3.08 -1.99 3.05
C 2.09 -2.03 2.04
C 1.83 -3.24 1.38
C 2.63 -4.35 1.64
S 1.11 -0.56 1.68
O 1.38 0.21 2.87
O 1.66 -0.03 0.41
O -0.25 -1.10 1.52
H 5.63 -5.24 2.46
H 4.65 -5.80 3.82
H 4.27 -6.32 2.16
H 4.65 -3.06 4.06
H 3.23 -1.06 3.61
H 1.02 -3.27 0.66
H 2.45 -5.29 1.11
```

Löwdin atomic charge list, values in e, 8 entries: C -0.310; C -0.331; C -0.250; C -0.146; C -0.235; C -0.246; C 0.023; C -0.110

Here is C17H23Cl3O4SW as an isolated structure from the OMol25 dataset. Energies are from wB97M-V/def2-TZVPD.

Properties
multiplicity = 3
HOMO (spin up / spin down) = 0.197 / -2.156 eV
lowest unoccupied orbital energy (spin up / spin down) = 4.5 / 4.5 eV
net charge = -2

```
49
C17H23Cl3O4SW wB97M-V/def2-TZVPD
C -1.17 0.54 -3.34
C -1.34 -0.86 -3.63
C -0.04 -1.50 -3.51
C -2.59 -1.49 -4.13
C 0.90 -0.48 -3.13
C 0.21 0.77 -3.08
C 0.82 2.10 -2.80
C -2.20 1.60 -3.43
C 0.30 -2.89 -3.92
C 2.36 -0.64 -2.91
W -0.66 -0.87 -1.41
Cl -1.86 -2.93 -1.23
Cl -2.74 0.02 -0.76
Cl 1.06 -2.30 -0.62
H -3.41 -0.76 -4.16
H -2.91 -2.34 -3.51
H -2.44 -1.85 -5.16
H -0.46 -3.60 -3.58
H 1.26 -3.19 -3.51
H 0.37 -2.96 -5.01
H 2.59 -1.62 -2.47
H 2.73 0.12 -2.21
H 2.92 -0.55 -3.84
H 1.70 1.99 -2.17
H 0.11 2.75 -2.30
H 1.13 2.59 -3.73
H -3.20 1.22 -3.20
H -2.23 2.03 -4.44
H -1.97 2.41 -2.74
O 0.17 0.63 -0.47
H 0.77 0.41 0.33
C 0.18 2.16 7.51
C 0.36 1.41 6.22
C 0.45 0.01 6.25
C 0.63 -0.71 5.08
C 0.73 -0.03 3.87
C 0.62 1.36 3.81
C 0.43 2.08 4.99
S 0.93 -1.00 2.37
O 1.78 -2.11 2.77
O -0.44 -1.30 1.97
O 1.62 0.03 1.54
H -0.74 1.86 8.02
H 1.02 1.94 8.19
H 0.14 3.23 7.32
H 0.36 -0.52 7.20
H 0.72 -1.80 5.10
H 0.68 1.87 2.85
H 0.33 3.16 4.97
```

Löwdin atomic charge list, values in e, 8 entries: C -0.351; C -0.381; C -0.401; C -0.084; C -0.354; C -0.293; C -0.051; C -0.099

Number 1: F_max 0.7 eV/Å. Number 2: F_max 3.2 eV/Å. Number 3: F_max 3.6 eV/Å. Number 4: F_max 2.7 eV/Å. Number 5: F_max 2.0 eV/Å. Number 6: F_max 1.7 eV/Å. Number 7: F_max 0.8 eV/Å. Number 8: F_max 3.8 eV/Å. Number 9: F_max 1.6 eV/Å.